# 1
C8H9O5P | ωB97M-V with the def2-TZVPD basis set

The net charge is -2. The calculation puts the energy above the lowest of the compared OMol25 structures with the same formula, charge and spin at 188.15 kJ/mol.

```
23
Properties=species:S:1:pos:R:3:forces:R:3
C 2.179 2.513 -1.600 0.66 2.66 -0.88
C 0.771 2.420 -1.736 1.18 2.13 -0.28
C 2.812 1.534 -0.859 -0.10 -1.05 -0.71
C 0.077 1.374 -1.281 -3.94 -1.05 2.04
C 2.158 0.369 -0.549 -0.44 -2.12 0.72
C 0.718 0.194 -0.780 0.90 -2.05 0.51
C 0.048 -1.018 -0.515 -3.04 1.30 -0.89
C -1.647 -0.370 1.646 3.16 2.43 1.03
O -3.126 -2.290 0.788 0.95 -0.19 1.16
O -2.736 -2.013 3.409 0.98 0.42 -2.35
O -0.897 -2.975 1.876 0.49 -0.29 -0.29
O 0.623 -2.224 -0.193 2.93 1.48 -2.42
O -2.514 0.351 1.206 -0.53 0.95 -0.57
P -2.027 -2.025 2.031 -2.31 -3.44 2.61
H 2.726 3.497 -1.941 -1.06 -2.01 0.74
H 0.320 3.352 -2.094 -0.43 -0.42 0.06
H 3.856 1.589 -0.663 0.87 0.16 0.21
H -1.064 1.423 -0.922 2.24 0.10 -1.63
H 2.665 -0.566 -0.147 -0.39 1.56 -0.25
H -1.107 -1.129 -0.809 2.59 0.47 0.45
H -0.599 0.060 2.073 -2.01 -0.68 -0.89
H 0.110 -2.700 0.406 -1.88 -1.09 2.30
H -3.345 -1.368 0.654 -0.81 0.73 -0.65
```
Positions in Å, forces in eV/Å.

Löwdin atomic charge list, values in e, 5 entries:
1 C -0.22
2 C -0.22
3 C -0.22
4 C -0.14
5 C -0.09



# 2
C93H166B10F40N19O9 | ωB97M-V with the def2-TZVPD basis set

The net charge is +9. For the electronic energy, the calculation gives -261298.9500 eV.

```
337
Properties=species:S:1:pos:R:3:forces:R:3
C -6.184 1.907 0.242 0.35 -0.73 1.28
C -6.805 1.556 1.610 -0.77 -0.79 -3.13
O -7.962 1.281 1.790 2.45 0.44 1.02
N -5.708 1.537 2.702 -2.62 -0.07 -0.12
H -5.539 0.623 3.096 -0.24 -0.64 -0.13
H -4.804 1.828 2.360 0.19 0.72 -0.32
C -6.281 2.376 3.863 2.34 -0.16 -0.01
H -6.835 1.818 -0.628 -0.46 0.71 0.52
H -5.411 1.167 0.031 0.30 -0.30 0.30
H -5.614 2.823 0.396 -0.31 0.41 -0.50
H -6.625 1.636 4.586 -0.35 0.63 0.03
H -6.970 3.144 3.513 -0.01 -0.36 0.07
H -5.317 2.808 4.132 -0.69 0.66 1.16
C -9.345 6.630 -2.913 0.82 0.54 0.20
C -8.834 6.180 -4.237 -1.83 1.69 -3.93
O -9.090 6.741 -5.311 1.62 -2.63 3.73
N -8.099 4.805 -4.205 1.34 2.34 0.11
H -8.528 4.257 -3.473 0.13 -0.13 0.60
H -8.263 4.231 -5.020 0.07 0.29 -0.89
C -6.585 4.981 -3.951 -0.36 -1.01 -0.25
H -8.733 6.261 -2.089 -0.44 -0.35 0.10
H -10.408 6.402 -2.838 0.12 -0.44 0.20
H -9.299 7.717 -2.848 0.06 0.02 -0.30
H -6.311 5.525 -3.048 -0.83 0.20 -0.03
H -6.090 5.426 -4.814 -0.41 -0.06 -0.06
H -6.216 3.967 -3.796 0.10 0.06 -0.20
C -17.893 4.723 8.374 0.18 -0.35 -0.81
C -17.814 3.758 7.155 -2.27 -1.08 1.42
O -18.803 3.101 6.902 2.97 1.22 -0.67
N -16.492 3.599 6.326 -1.53 2.84 0.07
H -15.734 3.250 6.893 0.59 0.53 1.04
H -16.556 2.816 5.691 -0.85 -0.47 -0.59
C -16.089 4.874 5.471 -0.53 -1.74 1.80
H -18.314 5.663 8.018 0.49 0.32 -0.12
H -16.994 4.839 8.981 0.12 0.10 -0.43
H -18.690 4.377 9.031 0.15 -0.53 -0.19
H -15.088 4.604 5.135 -0.29 0.48 -0.48
H -16.085 5.752 6.116 0.18 -0.19 0.05
H -16.882 5.009 4.736 0.46 -0.17 -0.23
C -9.884 14.338 7.681 0.29 0.39 0.23
N -10.132 12.903 7.814 -0.01 -3.06 1.04
C -10.485 12.354 9.062 -0.69 1.65 -1.98
C -10.805 11.023 9.234 0.61 2.66 0.45
C -10.594 10.188 8.175 0.40 0.36 -0.07
C -10.131 10.664 6.962 0.24 0.78 -0.41
C -9.923 12.036 6.776 0.11 -0.04 1.57
C -10.812 8.813 8.490 -1.14 -3.90 0.43
C -10.194 8.179 9.585 -0.63 -1.53 -0.69
C -10.530 6.810 9.876 -0.32 1.47 -1.77
N -11.307 6.128 9.010 -0.90 -0.62 0.21
C -12.004 6.711 7.937 2.18 0.23 2.37
C -11.795 8.061 7.760 0.44 0.04 -0.39
C -11.551 4.637 9.211 -0.54 0.32 -0.46
H -10.781 14.849 8.033 0.24 0.24 -0.14
H -9.625 14.601 6.655 -0.39 -0.18 0.02
H -9.008 14.591 8.277 -0.20 0.10 0.22
H -10.684 13.091 9.826 0.27 0.08 0.15
H -11.178 10.774 10.216 0.03 -0.47 -0.08
H -9.852 9.965 6.187 -0.06 0.07 -0.21
H -9.448 12.467 5.907 -0.30 -0.08 -0.24
H -9.379 8.628 10.133 -0.23 0.23 0.29
H -10.192 6.264 10.744 0.27 0.06 -0.05
H -12.585 6.000 7.368 -0.16 0.34 -0.21
H -12.347 8.560 6.977 0.01 0.02 -0.14
H -11.005 4.160 10.025 0.44 0.62 -0.14
H -11.329 4.182 8.246 0.15 -0.07 0.22
H -12.601 4.448 9.435 -0.08 0.34 -0.09
C -10.333 -0.657 0.289 -0.51 0.29 0.08
N -9.488 -1.781 0.732 0.32 -0.46 0.25
C -8.710 -1.714 1.816 1.62 0.29 1.61
C -7.747 -2.674 2.206 -2.27 -0.01 -1.80
C -7.677 -3.833 1.419 -0.41 0.99 -0.65
C -8.526 -3.948 0.285 -1.55 1.78 0.79
C -9.463 -2.904 0.020 1.68 -2.03 -0.17
C -6.667 -4.823 1.758 -0.26 -0.84 0.47
C -6.939 -6.184 1.565 1.22 0.34 0.25
C -5.901 -7.061 1.823 -0.54 -0.74 0.54
N -4.777 -6.672 2.445 0.68 -0.55 -0.99
C -4.506 -5.402 2.637 -1.14 1.96 0.34
C -5.472 -4.436 2.353 1.16 -0.63 -0.53
C -3.716 -7.611 2.955 -0.73 0.26 -0.81
H -11.361 -0.803 0.622 0.19 -0.04 0.45
H -10.376 -0.629 -0.799 0.52 0.02 0.09
H -9.901 0.259 0.694 -0.25 -0.10 -0.18
H -8.738 -0.832 2.438 -0.64 0.20 -0.28
H -7.179 -2.560 3.118 -0.13 0.14 -0.04
H -8.614 -4.789 -0.386 0.53 -0.19 0.16
H -10.131 -2.986 -0.825 -0.04 0.17 -0.01
H -7.922 -6.548 1.305 0.17 -0.06 -0.41
H -5.966 -8.118 1.611 -0.13 -0.12 0.16
H -3.551 -5.132 3.064 0.05 -0.13 0.09
H -5.163 -3.412 2.504 -0.29 0.07 -0.06
H -2.765 -7.260 2.554 0.01 -0.06 0.30
H -3.926 -8.591 2.526 0.07 -0.10 0.66
H -3.836 -7.456 4.027 0.57 -0.90 0.01
C -17.191 2.738 1.641 -1.46 1.04 -0.12
N -18.362 1.932 1.232 -0.60 0.52 -0.05
C -19.619 2.475 1.249 -0.82 -3.20 -0.01
C -20.704 1.543 1.093 1.20 2.44 -0.10
C -20.490 0.206 0.806 -0.94 0.71 0.28
C -19.192 -0.194 0.628 0.43 -1.10 0.14
C -18.146 0.665 0.874 -0.31 -0.42 -0.22
C -21.695 -0.663 0.693 -2.20 -1.28 -1.24
C -22.917 -0.215 0.078 -0.30 -0.84 0.39
C -24.065 -1.047 -0.093 2.94 0.45 0.02
N -23.980 -2.351 0.276 -0.76 1.04 -0.11
C -22.925 -2.802 0.967 1.13 1.15 -0.50
C -21.751 -2.012 1.093 -0.70 -0.29 0.42
C -25.112 -3.259 0.016 -1.10 -0.72 1.02
H -16.849 3.245 0.739 0.70 -0.32 0.12
H -16.498 2.148 2.241 -0.02 0.07 -0.42
H -17.649 3.518 2.249 0.51 -0.02 0.32
H -19.757 3.532 1.424 0.13 -0.07 0.20
H -21.714 1.921 1.141 0.04 0.19 0.21
H -19.000 -1.226 0.376 0.38 0.02 -0.17
H -17.122 0.345 0.752 0.08 -0.03 0.22
H -23.012 0.781 -0.330 0.04 0.11 0.09
H -24.920 -0.662 -0.629 -0.22 -0.34 0.11
H -23.084 -3.788 1.378 0.56 -0.13 -0.03
H -20.905 -2.471 1.583 0.00 -0.04 0.15
H -25.240 -3.876 0.905 0.10 -0.01 0.07
H -25.008 -3.966 -0.807 0.54 0.53 -0.27
H -26.058 -2.724 -0.063 0.31 0.28 -0.27
C -15.311 -2.324 4.936 0.37 -0.13 0.14
N -15.008 -3.301 3.834 0.20 0.78 -0.28
C -14.686 -2.773 2.626 -0.47 -3.53 -0.41
C -14.373 -3.741 1.632 -0.38 0.15 0.99
C -14.280 -5.135 1.928 1.15 2.71 0.35
C -14.458 -5.586 3.245 -1.29 1.00 -0.59
C -14.971 -4.648 4.138 1.67 1.35 -0.15
C -13.832 -5.980 0.816 1.26 -0.26 -1.17
C -12.623 -5.826 0.052 -0.93 -0.74 0.00
C -12.370 -6.674 -1.046 -0.53 1.18 1.97
N -13.285 -7.571 -1.392 -1.79 -0.88 1.56
C -14.438 -7.764 -0.647 0.99 0.78 -1.22
C -14.706 -6.977 0.445 -0.18 -0.72 -0.36
C -12.910 -8.648 -2.300 0.10 -0.59 -0.33
H -15.091 -1.290 4.670 -0.20 -0.36 -0.63
H -14.558 -2.522 5.699 -0.59 -0.27 0.44
H -16.369 -2.398 5.187 0.27 -0.11 0.40
H -14.789 -1.713 2.446 0.10 -0.07 0.20
H -14.261 -3.387 0.618 0.15 -0.04 -0.15
H -14.322 -6.624 3.512 -0.03 0.02 0.22
H -15.059 -4.817 5.201 -0.47 -0.34 -0.02
H -11.857 -5.130 0.362 -0.11 0.16 0.02
H -11.417 -6.709 -1.554 -0.10 0.11 -0.22
H -15.121 -8.489 -1.065 0.02 -0.19 0.25
H -15.598 -7.146 1.030 -0.16 -0.08 -0.16
H -13.725 -9.362 -2.412 -0.07 0.32 -0.18
H -12.137 -9.190 -1.755 0.34 -0.05 -0.62
H -12.622 -8.223 -3.262 0.21 -0.32 0.11
C -13.988 -1.660 -4.707 0.18 0.72 0.49
N -13.977 -0.209 -4.276 -0.67 -0.96 -0.47
C -15.043 0.564 -4.589 0.09 0.84 0.83
C -15.239 1.782 -3.926 1.07 0.34 -0.11
C -14.242 2.303 -3.073 -0.16 -1.06 -0.77
C -13.092 1.492 -2.940 -0.48 0.93 1.10
C -13.036 0.191 -3.429 0.00 1.69 0.10
C -14.438 3.703 -2.482 0.21 -0.95 -0.94
C -14.798 4.734 -3.363 0.13 0.14 1.03
C -14.806 6.035 -2.860 0.14 -0.32 -0.42
N -14.681 6.273 -1.560 1.08 -1.02 1.68
C -14.379 5.283 -0.655 -1.05 -0.74 -1.71
C -14.250 3.973 -1.127 -0.04 1.13 0.66
C -14.646 7.643 -0.994 -0.52 -0.21 -1.21
H -12.986 -2.077 -4.609 -0.02 0.28 -0.07
H -14.305 -1.737 -5.747 -0.27 -0.03 0.29
H -14.619 -2.103 -3.937 -0.26 -0.45 -0.52
H -15.713 0.192 -5.350 -0.10 -0.11 0.13
H -16.044 2.476 -4.117 -0.54 -0.65 -0.39
H -12.282 1.921 -2.369 0.33 -0.35 0.14
H -12.227 -0.483 -3.192 -0.07 0.01 -0.15
H -15.091 4.533 -4.383 0.44 0.18 -0.17
H -14.778 6.924 -3.473 -0.63 -0.06 -0.29
H -14.379 5.571 0.386 0.24 0.07 0.15
H -14.077 3.209 -0.383 0.26 -0.22 -0.15
H -13.609 7.755 -0.679 -0.32 0.56 0.37
H -15.441 7.705 -0.250 0.51 0.03 0.38
H -14.941 8.292 -1.818 0.36 0.30 0.18
C -2.023 9.604 -2.165 0.03 1.61 1.35
C -2.102 8.128 -2.342 -0.55 0.54 -0.84
C -2.972 7.431 -1.288 1.24 0.28 -0.46
O -3.057 6.062 -1.598 -0.78 -0.58 -0.45
C -4.140 5.475 -0.869 -0.19 0.91 0.20
N -2.692 7.962 -3.781 -0.03 -1.05 1.36
H -3.649 8.284 -3.768 -0.31 0.54 -0.07
H -2.174 8.464 -4.488 0.38 0.29 -0.25
H -2.756 6.985 -4.028 0.32 -0.57 -0.21
H -1.471 10.194 -2.897 0.45 -0.55 -0.11
H -1.584 9.795 -1.185 0.45 0.05 -0.07
H -2.949 10.172 -2.072 -0.66 -0.57 -0.22
H -1.088 7.728 -2.324 -0.18 -0.36 -0.39
H -3.934 7.920 -1.137 -0.31 -0.06 -0.39
H -2.416 7.584 -0.363 -0.01 -0.06 0.34
H -4.320 4.414 -1.044 0.96 -0.05 -0.08
H -5.077 5.936 -1.181 -0.28 0.37 -0.05
H -4.009 5.752 0.176 -0.11 -0.57 0.20
C -5.787 9.734 0.134 -1.12 -0.44 0.33
C -6.758 10.110 1.329 1.21 -1.47 -0.93
C -7.620 11.330 0.986 -0.20 0.23 1.13
O -8.201 11.739 2.214 -0.73 0.94 0.19
C -8.510 13.141 2.369 0.25 0.16 1.16
N -7.570 8.842 1.766 0.49 1.18 -1.22
H -8.101 8.367 1.050 0.05 0.24 -0.84
H -6.975 8.134 2.171 0.73 -0.12 0.33
H -8.272 9.074 2.455 -0.16 0.52 0.58
H -5.158 10.559 -0.199 -0.24 0.15 0.27
H -6.408 9.403 -0.698 -0.22 0.36 -0.30
H -5.151 8.862 0.289 -0.01 0.19 0.82
H -6.182 10.234 2.245 0.04 0.70 -0.18
H -8.402 11.124 0.255 -0.01 -0.30 -0.19
H -7.049 12.184 0.623 0.62 -0.42 -0.33
H -9.122 13.215 3.268 -0.60 -0.30 -0.27
H -8.968 13.717 1.565 -0.29 -0.78 -0.46
H -7.691 13.781 2.697 0.93 -0.48 -0.41
C -9.532 0.706 7.874 -1.01 -1.08 -0.41
C -10.756 -0.159 7.310 1.21 0.69 0.90
C -11.489 -1.008 8.385 -0.21 0.76 -0.54
O -12.561 -1.691 7.770 1.05 -0.52 0.09
C -13.356 -2.445 8.686 -1.49 0.40 -0.92
N -11.735 0.811 6.746 -0.58 -0.21 -0.22
H -12.280 1.261 7.467 -0.48 -0.15 0.65
H -11.364 1.589 6.219 0.96 0.14 -0.43
H -12.389 0.348 6.131 -0.63 -0.51 -0.05
H -8.971 1.298 7.151 -0.33 -0.40 -0.57
H -8.828 0.001 8.317 -0.11 0.26 0.45
H -9.900 1.471 8.558 0.00 -0.39 0.53
H -10.439 -0.838 6.518 -0.03 0.24 -0.17
H -11.946 -0.337 9.112 0.32 0.19 0.49
H -10.777 -1.681 8.864 0.08 -0.05 0.08
H -14.191 -2.730 8.046 -0.18 -0.24 0.19
H -13.812 -1.803 9.440 0.34 0.07 0.26
H -12.973 -3.371 9.116 0.79 0.28 -0.05
C -11.690 10.401 3.349 -0.60 -0.69 -0.38
C -12.631 11.207 2.410 0.66 -0.88 -0.23
C -11.950 12.303 1.642 -1.24 1.22 -0.77
O -12.885 12.995 0.752 0.87 -1.33 1.99
C -12.284 14.207 0.262 -0.68 -0.83 -0.50
N -13.232 10.223 1.435 0.59 -0.01 0.03
H -13.899 10.645 0.805 -0.58 0.31 0.13
H -12.510 9.839 0.841 1.03 0.32 -0.54
H -13.540 9.379 1.898 -1.13 -0.10 0.64
H -12.243 9.521 3.677 -0.37 0.12 0.43
H -11.357 10.922 4.247 -0.12 0.31 -0.29
H -10.842 9.896 2.888 0.09 0.83 -0.43
H -13.448 11.654 2.977 -0.11 -0.18 -0.10
H -11.129 12.049 0.971 0.45 -0.54 0.71
H -11.679 12.943 2.481 0.64 0.60 -0.34
H -12.162 13.996 -0.801 -0.10 0.84 -0.17
H -11.288 14.384 0.668 -0.17 0.16 0.30
H -13.020 14.969 0.519 0.54 0.41 -0.45
C -7.233 6.420 8.169 0.68 -0.42 -1.59
C -6.351 5.538 7.237 0.08 -1.62 1.20
C -6.292 4.013 7.689 0.01 0.83 -0.77
O -5.472 3.343 6.729 -0.80 -0.35 -0.58
C -4.972 2.056 7.083 0.07 0.28 0.90
N -6.955 5.601 5.814 1.15 -0.21 1.84
H -7.785 5.027 5.780 -0.27 -0.19 -0.07
H -7.227 6.547 5.587 -0.21 0.84 -0.01
H -6.315 5.327 5.082 0.57 -0.31 -0.31
H -7.051 7.425 7.788 -0.46 0.20 0.30
H -6.989 6.395 9.231 0.12 -0.37 -0.20
H -8.249 6.095 7.946 -0.29 0.32 0.44
H -5.314 5.874 7.235 -0.16 0.24 -0.50
H -7.313 3.635 7.746 -0.17 -0.30 -0.41
H -5.895 3.845 8.691 0.36 0.62 0.12
H -4.584 2.140 8.098 0.77 -0.15 -0.14
H -4.243 1.735 6.339 0.34 0.46 0.26
H -5.649 1.207 7.183 -1.05 0.27 -0.34
C -9.069 4.970 1.194 0.52 -1.35 -1.01
C -10.567 4.853 1.438 -0.85 0.60 1.35
C -11.181 3.422 1.646 -0.34 0.05 -0.36
O -12.480 3.434 2.310 1.33 1.50 0.06
C -12.911 2.221 2.913 0.39 0.07 -0.45
N -10.868 5.660 2.688 -0.21 -0.98 -0.27
H -10.471 5.303 3.545 0.61 -0.25 0.23
H -10.535 6.603 2.551 -0.20 0.58 -0.03
H -11.862 5.630 2.865 -0.73 0.46 -0.01
H -8.369 4.746 1.999 -0.56 0.36 0.69
H -8.767 5.907 0.727 -0.30 0.17 0.23
H -8.780 4.205 0.472 -0.23 0.02 -0.34
H -11.099 5.450 0.697 0.02 -0.43 -0.34
H -10.373 2.855 2.108 -0.36 -0.38 0.87
H -11.378 2.921 0.699 0.41 0.29 -0.35
H -13.977 2.304 3.125 -0.04 0.06 -0.31
H -12.438 2.018 3.874 0.38 0.05 -0.13
H -12.680 1.438 2.191 -0.33 -0.46 0.35
B -11.587 -1.426 3.651 1.16 -1.74 0.54
F -11.342 -0.253 3.113 0.77 3.96 -1.91
F -10.464 -1.832 4.317 2.06 -0.44 1.74
F -12.654 -1.377 4.436 -2.51 0.14 1.90
F -11.726 -2.359 2.674 -0.92 -1.96 -2.61
B -14.395 1.839 8.301 -2.08 -1.16 -1.02
F -13.992 2.785 7.317 1.20 0.45 -0.75
F -15.624 2.317 8.704 -0.78 0.05 0.41
F -14.555 0.572 7.618 0.62 1.02 0.57
F -13.524 1.774 9.327 1.42 -0.15 0.57
B -9.928 3.854 5.553 -2.06 -0.82 2.05
F -9.113 4.396 4.609 0.93 0.28 -0.91
F -9.438 3.969 6.871 0.83 0.42 -0.13
F -11.182 4.479 5.567 -0.05 0.16 -0.55
F -10.117 2.474 5.348 0.26 -0.15 -0.80
B -4.918 6.496 2.877 2.52 1.00 1.30
F -3.495 6.538 2.856 -1.05 -0.45 -0.33
F -5.383 5.236 3.203 -0.53 -1.87 0.42
F -5.367 7.395 3.827 -0.59 0.52 0.83
F -5.437 6.860 1.680 -0.88 0.41 -2.25
B -17.375 0.772 4.619 -2.68 -1.89 2.68
F -17.842 0.078 5.795 0.60 1.00 -0.72
F -16.274 1.557 4.974 0.91 -0.32 -1.08
F -17.093 -0.242 3.745 1.19 -0.46 -1.81
F -18.421 1.537 4.103 0.31 0.73 -0.44
B -15.579 -1.384 -1.270 1.45 -1.15 -0.11
F -16.359 -1.130 -2.285 -2.51 1.45 -3.68
F -14.957 -0.256 -0.841 1.80 1.98 0.46
F -16.252 -1.898 -0.272 -2.73 -1.38 4.09
F -14.737 -2.429 -1.666 2.30 -0.65 -0.63
B -8.959 7.893 4.456 -0.01 -0.90 1.57
F -9.024 9.110 3.905 -0.46 2.43 -0.80
F -8.188 8.012 5.628 -0.05 -0.01 0.88
F -10.239 7.433 4.740 -0.37 -0.27 0.20
F -8.285 7.020 3.641 0.27 -1.18 -1.12
B -10.422 8.478 0.060 -1.19 -0.46 0.74
F -9.206 8.649 -0.455 3.13 -0.94 -1.22
F -10.956 9.708 0.003 -2.05 2.44 -0.19
F -11.188 7.521 -0.545 -0.78 -0.99 -1.55
F -10.416 8.084 1.389 0.88 -0.36 1.85
B -9.419 3.032 -1.951 -1.02 -0.58 1.60
F -9.344 1.770 -1.475 0.50 -2.39 1.33
F -10.497 3.640 -1.355 -1.01 1.02 0.30
F -8.264 3.717 -1.708 1.85 1.15 0.55
F -9.581 2.932 -3.273 -0.78 0.09 -3.37
B -14.182 7.225 2.811 -1.12 -0.67 -0.15
F -15.324 6.818 2.133 -1.10 -0.86 -0.42
F -14.423 8.505 3.227 0.26 1.28 0.74
F -13.830 6.367 3.815 0.13 -0.58 1.11
F -13.177 7.183 1.878 1.86 0.40 -1.49
```
Positions in Å, forces in eV/Å.

Löwdin atomic charge list, values in e, 5 entries:
1 C 0.05
2 C -0.33
3 O 0.14
4 N 0.12
5 H 0.17



Question: What is the formula in the second record?
Answer: C93H166B10F40N19O9